{
  "formula": "C21H40BIO9P2",
  "method": "ωB97M-V/def2-TZVPD",
  "smiles": "O=C(I)CBCc1ccccc1.CCOP(=O)(OCC)OCC.CCOP(=O)(OCC)OCC",
  "fmax_ha_per_bohr": 0.1657,
  "species": ["O", "C", "I", "C", "B", "C", "C", "C", "C", "C", "C", "C", "H", "H", "H", "H", "H", "H", "H", "H", "H", "H", "C", "C", "O", "P", "O", "O", "C", "C", "O", "C", "C", "H", "H", "H", "H", "H", "H", "H", "H", "H", "H", "H", "H", "H", "H", "H", "C", "C", "O", "P", "O", "O", "C", "C", "O", "C", "C", "H", "H", "H", "H", "H", "H", "H", "H", "H", "H", "H", "H", "H", "H", "H"],
  "positions_angstrom": [[-2.356, -2.189, -1.861], [-2.226, -3.141, -1.155], [-3.308, -4.930, -1.750], [-1.290, -3.055, 0.093], [0.134, -3.802, -0.074], [1.405, -2.919, -0.512], [1.370, -2.453, -2.011], [0.501, -3.006, -3.036], [0.508, -2.503, -4.409], [1.440, -1.441, -4.760], [2.343, -0.890, -3.761], [2.313, -1.372, -2.371], [-1.870, -3.500, 0.957], [-1.114, -1.974, 0.319], [0.231, -4.977, 0.083], [1.389, -2.000, 0.153], [2.394, -3.424, -0.302], [-0.201, -3.845, -2.812], [-0.194, -2.965, -5.142], [1.423, -1.090, -5.821], [3.073, -0.100, -4.041], [3.024, -0.936, -1.624], [3.272, 5.091, -6.792], [2.786, 3.955, -5.911], [2.333, 4.431, -4.651], [0.726, 4.746, -4.368], [0.132, 3.570, -5.107], [0.606, 4.151, -2.842], [-0.330, 3.126, -2.518], [0.351, 1.772, -2.540], [1.158, 6.186, -3.616], [1.766, 7.234, -4.356], [0.845, 7.801, -5.416], [2.461, 5.793, -7.003], [3.650, 4.708, -7.742], [4.072, 5.648, -6.302], [2.023, 3.381, -6.440], [3.617, 3.272, -5.714], [-1.195, 3.153, -3.181], [-0.697, 3.330, -1.508], [0.808, 1.568, -3.508], [-0.362, 0.975, -2.316], [1.155, 1.739, -1.800], [2.713, 6.900, -4.782], [2.014, 8.021, -3.639], [0.533, 7.027, -6.125], [1.345, 8.599, -5.969], [-0.060, 8.206, -4.959], [-3.537, -3.111, 8.510], [-2.642, -3.947, 7.615], [-2.446, -3.326, 6.350], [-1.117, -2.379, 6.045], [-0.078, -3.206, 6.764], [-0.789, -2.873, 4.512], [0.477, -3.422, 4.165], [0.411, -4.937, 4.187], [-2.113, -1.243, 5.310], [-3.086, -0.537, 6.066], [-2.461, 0.357, 7.115], [-3.083, -2.138, 8.714], [-3.709, -3.616, 9.463], [-4.504, -2.931, 8.036], [-1.702, -4.156, 8.127], [-3.122, -4.910, 7.424], [1.267, -3.042, 4.814], [0.712, -3.086, 3.150], [0.094, -5.310, 5.162], [1.384, -5.371, 3.946], [-0.322, -5.295, 3.460], [-3.805, -1.230, 6.504], [-3.646, 0.079, 5.358], [-1.846, -0.220, 7.814], [-3.234, 0.881, 7.681], [-1.809, 1.098, 6.648]],
  "lowdin_charge": [-0.017, -0.852, 0.767, -0.139, -0.143, -0.136, -0.197, -0.044, -0.061, -0.090, -0.091, -0.034, 0.113, 0.117, 0.070, 0.114, 0.108, 0.093, 0.104, 0.098, 0.096, 0.111, -0.081, -0.296, -0.216, 0.661, -0.241, -0.220, -0.292, -0.076, -0.195, -0.293, -0.082, 0.064, 0.079, 0.076, 0.103, 0.118, 0.104, 0.114, 0.060, 0.080, 0.077, 0.096, 0.125, 0.066, 0.084, 0.082, -0.081, -0.292, -0.214, 0.662, -0.241, -0.223, -0.295, -0.070, -0.195, -0.291, -0.081, 0.063, 0.079, 0.077, 0.103, 0.120, 0.106, 0.106, 0.073, 0.079, 0.075, 0.097, 0.126, 0.066, 0.084, 0.082]
}


{
  "formula": "C17H25Cl3N2O2",
  "method": "ωB97M-V/def2-TZVPD",
  "smiles": "C[C@@H](Cl)[C@H](Cl)c1ccc2nccnc2c1Cl.CC(C)O.CC(C)O",
  "relative_energy_kcal_mol": 164.3,
  "fmax_ha_per_bohr": 0.1184,
  "species": ["C", "C", "Cl", "C", "Cl", "C", "C", "C", "C", "N", "C", "C", "N", "C", "C", "Cl", "H", "H", "H", "H", "H", "H", "H", "H", "H", "C", "C", "C", "O", "H", "H", "H", "H", "H", "H", "H", "H", "C", "C", "C", "O", "H", "H", "H", "H", "H", "H", "H", "H"],
  "positions_angstrom": [[0.324, -6.315, 4.787], [0.777, -5.683, 3.355], [-0.043, -6.749, 2.074], [0.107, -4.220, 3.271], [-1.731, -4.484, 3.057], [0.556, -3.373, 1.970], [1.410, -3.937, 0.784], [1.705, -2.958, -0.405], [1.167, -1.469, -0.446], [1.491, -0.699, -1.618], [0.929, 0.609, -1.574], [0.105, 1.139, -0.362], [-0.222, 0.421, 0.826], [0.341, -0.900, 0.732], [0.048, -1.885, 1.943], [-0.937, -1.214, 3.356], [-0.813, -6.387, 4.897], [0.687, -5.589, 5.607], [0.729, -7.386, 4.934], [1.910, -5.703, 3.228], [0.293, -3.597, 4.226], [1.797, -5.022, 0.794], [2.311, -3.370, -1.298], [1.103, 1.320, -2.469], [-0.307, 2.216, -0.444], [-5.330, 1.616, -0.282], [-3.974, 1.918, 0.336], [-4.117, 2.416, 1.766], [-3.306, 2.907, -0.447], [-5.953, 2.516, -0.319], [-5.214, 1.270, -1.313], [-5.861, 0.848, 0.287], [-3.354, 1.018, 0.321], [-4.697, 3.344, 1.800], [-3.135, 2.640, 2.193], [-4.611, 1.672, 2.396], [-3.847, 3.708, -0.440], [3.029, 5.156, -4.705], [2.800, 4.012, -3.731], [4.095, 3.595, -3.052], [2.251, 2.896, -4.431], [3.724, 4.861, -5.498], [2.093, 5.437, -5.195], [3.435, 6.034, -4.195], [2.069, 4.313, -2.975], [4.827, 3.246, -3.787], [3.918, 2.764, -2.363], [4.532, 4.426, -2.492], [2.891, 2.621, -5.102]],
  "nbo_charge": [-0.638, -0.193, -0.078, -0.222, -0.061, -0.058, -0.220, -0.188, 0.086, -0.365, -0.014, 0.000, -0.387, 0.188, -0.021, -0.004, 0.242, 0.214, 0.233, 0.242, 0.263, 0.255, 0.245, 0.247, 0.232, -0.629, 0.090, -0.629, -0.726, 0.195, 0.218, 0.212, 0.185, 0.193, 0.221, 0.212, 0.459, -0.630, 0.093, -0.631, -0.725, 0.198, 0.219, 0.211, 0.175, 0.199, 0.219, 0.211, 0.462]
}


{
  "formula": "C42H105N7O21",
  "method": "ωB97M-V/def2-TZVPD",
  "relative_energy_kcal_mol": 80.2,
  "fmax_ha_per_bohr": 0.0788,
  "species": ["C", "C", "C", "O", "C", "N", "H", "H", "H", "H", "H", "H", "H", "H", "H", "H", "H", "H", "C", "C", "C", "O", "C", "N", "H", "H", "H", "H", "H", "H", "H", "H", "H", "H", "H", "H", "C", "C", "C", "O", "C", "N", "H", "H", "H", "H", "H", "H", "H", "H", "H", "H", "H", "H", "C", "C", "C", "O", "C", "N", "H", "H", "H", "H", "H", "H", "H", "H", "H", "H", "H", "H", "C", "C", "C", "O", "C", "N", "H", "H", "H", "H", "H", "H", "H", "H", "H", "H", "H", "H", "C", "C", "C", "O", "C", "N", "H", "H", "H", "H", "H", "H", "H", "H", "H", "H", "H", "H", "C", "C", "C", "O", "C", "N", "H", "H", "H", "H", "H", "H", "H", "H", "H", "H", "H", "H", "C", "C", "O", "O", "H", "H", "H", "C", "C", "O", "O", "H", "H", "H", "C", "C", "O", "O", "H", "H", "H", "C", "C", "O", "O", "H", "H", "H", "C", "C", "O", "O", "H", "H", "H", "C", "C", "O", "O", "H", "H", "H", "C", "C", "O", "O", "H", "H", "H"],
  "positions_angstrom": [[-4.219, 1.841, 0.212], [-4.914, 1.290, 1.414], [-5.786, 0.136, 0.983], [-4.947, -0.895, 0.551], [-5.497, -1.846, -0.363], [-3.856, 0.809, 2.499], [-3.237, 0.077, 2.181], [-3.319, 1.628, 2.747], [-4.380, 0.503, 3.307], [-3.624, 2.714, 0.480], [-4.826, 2.250, -0.595], [-3.561, 1.116, -0.267], [-5.471, 2.036, 1.981], [-6.504, 0.536, 0.266], [-6.486, -0.177, 1.758], [-4.755, -2.583, -0.667], [-5.814, -1.349, -1.280], [-6.393, -2.326, 0.031], [-3.201, 4.541, -2.395], [-1.775, 4.199, -1.790], [-1.325, 2.720, -2.072], [-1.197, 2.549, -3.473], [-0.868, 1.231, -3.826], [-0.735, 5.269, -2.321], [-0.658, 6.113, -1.772], [0.107, 4.719, -2.226], [-1.025, 5.494, -3.262], [-3.041, 4.869, -3.422], [-3.649, 5.420, -1.930], [-4.012, 3.834, -2.221], [-1.847, 4.514, -0.749], [-2.031, 2.049, -1.583], [-0.368, 2.522, -1.590], [-0.893, 1.150, -4.912], [-1.572, 0.414, -3.670], [0.169, 1.027, -3.560], [1.501, 1.334, -6.956], [2.512, 0.269, -6.452], [2.162, -0.510, -5.199], [1.030, -1.296, -5.345], [0.787, -2.067, -4.190], [2.856, -0.682, -7.605], [2.231, -1.473, -7.661], [2.911, -0.182, -8.481], [3.766, -1.080, -7.418], [0.567, 0.819, -7.184], [1.835, 2.094, -7.662], [1.222, 2.037, -6.171], [3.427, 0.828, -6.260], [1.922, 0.294, -4.503], [3.071, -1.052, -4.939], [1.484, -2.905, -4.172], [-0.155, -2.582, -4.376], [0.787, -1.464, -3.282], [0.806, -3.750, 6.888], [1.749, -3.648, 5.607], [3.265, -4.002, 5.865], [3.290, -5.342, 6.260], [4.572, -5.997, 6.498], [1.222, -4.520, 4.446], [1.746, -4.234, 3.632], [1.606, -5.454, 4.450], [0.229, -4.416, 4.290], [0.947, -4.721, 7.363], [-0.238, -3.698, 6.578], [0.931, -3.023, 7.690], [1.847, -2.653, 5.173], [3.683, -3.334, 6.618], [3.883, -3.882, 4.976], [5.083, -5.355, 7.216], [5.174, -6.162, 5.605], [4.365, -6.984, 6.911], [-5.120, -5.313, -6.773], [-5.256, -5.154, -5.229], [-4.963, -3.750, -4.735], [-3.534, -3.625, -4.640], [-3.133, -2.513, -3.849], [-6.677, -5.572, -4.882], [-7.311, -4.888, -5.269], [-6.899, -6.462, -5.304], [-6.928, -5.667, -3.908], [-5.964, -4.916, -7.336], [-5.068, -6.379, -6.996], [-4.235, -4.869, -7.229], [-4.591, -5.822, -4.681], [-5.366, -3.676, -3.725], [-5.468, -2.955, -5.284], [-3.159, -1.677, -4.549], [-2.084, -2.631, -3.579], [-3.819, -2.145, -3.087], [2.513, 0.637, 1.682], [1.044, 0.252, 1.391], [0.889, -0.183, -0.079], [-0.443, -0.422, -0.591], [-0.767, -1.804, -0.576], [0.731, -0.869, 2.419], [-0.251, -1.083, 2.525], [1.061, -1.801, 2.212], [1.056, -0.677, 3.356], [2.759, 1.440, 0.986], [3.195, -0.134, 1.323], [2.705, 0.916, 2.718], [0.339, 1.045, 1.639], [1.477, -1.081, -0.266], [1.216, 0.565, -0.801], [-0.301, -2.444, 0.173], [-0.474, -2.351, -1.472], [-1.848, -1.931, -0.510], [3.653, 4.309, 2.644], [2.772, 5.681, 2.477], [3.304, 6.906, 3.322], [2.435, 8.078, 3.042], [3.020, 9.285, 2.681], [2.782, 6.096, 0.975], [2.573, 5.405, 0.269], [1.996, 6.715, 0.837], [3.677, 6.471, 0.695], [3.257, 3.522, 2.001], [3.628, 3.839, 3.627], [4.708, 4.362, 2.377], [1.707, 5.512, 2.637], [4.339, 7.168, 3.104], [3.236, 6.665, 4.383], [3.618, 9.123, 1.783], [3.652, 9.462, 3.551], [2.341, 10.135, 2.619], [6.519, 1.161, 1.133], [6.975, 2.075, 2.257], [8.023, 2.729, 2.114], [6.178, 2.347, 3.146], [7.311, 0.413, 1.111], [6.384, 1.677, 0.183], [5.595, 0.643, 1.392], [-0.473, 1.067, 5.441], [1.009, 1.035, 5.536], [1.581, 2.050, 6.021], [1.622, 0.045, 5.049], [-0.764, 1.715, 4.613], [-0.822, 1.479, 6.388], [-0.881, 0.071, 5.271], [5.146, -3.169, 1.813], [3.614, -2.971, 1.512], [2.798, -2.909, 2.492], [3.177, -2.941, 0.382], [5.749, -2.261, 1.790], [5.635, -3.902, 1.172], [5.287, -3.577, 2.813], [-3.527, -3.358, 2.627], [-2.245, -2.719, 2.995], [-1.497, -3.354, 3.727], [-1.967, -1.574, 2.611], [-3.689, -4.234, 3.256], [-3.452, -3.684, 1.589], [-4.414, -2.750, 2.803], [2.489, 3.071, -3.161], [2.770, 3.883, -1.904], [3.516, 4.840, -2.157], [2.050, 3.753, -0.927], [1.548, 3.412, -3.594], [2.573, 1.996, -3.006], [3.263, 3.224, -3.913], [-2.845, -5.343, -1.804], [-1.349, -5.526, -1.826], [-0.523, -4.700, -2.293], [-0.991, -6.576, -1.207], [-3.105, -4.297, -1.639], [-3.417, -5.727, -0.960], [-3.370, -5.732, -2.676], [-0.424, 3.857, 1.711], [-1.441, 4.249, 2.810], [-1.007, 4.860, 3.774], [-2.643, 3.945, 2.674], [-0.851, 3.035, 1.136], [0.605, 3.642, 2.000], [-0.313, 4.633, 0.953]],
  "lowdin_charge": [-0.056, -0.248, -0.225, -0.179, -0.078, 0.283, 0.106, 0.122, 0.162, 0.069, 0.083, 0.084, 0.159, 0.129, 0.129, 0.072, 0.076, 0.090, -0.024, -0.204, -0.156, -0.170, -0.099, 0.262, 0.165, 0.114, 0.147, 0.072, 0.080, 0.074, 0.123, 0.114, 0.117, 0.078, 0.094, 0.074, -0.027, -0.270, -0.215, -0.181, -0.058, 0.244, 0.164, 0.164, 0.168, 0.087, 0.088, 0.078, 0.156, 0.108, 0.149, 0.111, 0.078, 0.096, -0.012, -0.213, -0.179, -0.223, -0.056, 0.235, 0.100, 0.151, 0.106, 0.066, 0.066, 0.083, 0.124, 0.137, 0.114, 0.087, 0.083, 0.082, -0.016, -0.274, -0.198, -0.161, -0.088, 0.233, 0.165, 0.167, 0.173, 0.085, 0.086, 0.100, 0.151, 0.118, 0.136, 0.079, 0.073, 0.079, -0.016, -0.221, -0.156, -0.210, -0.111, 0.233, 0.069, 0.104, 0.084, 0.064, 0.076, 0.097, 0.123, 0.114, 0.112, 0.100, 0.048, 0.073, 0.007, -0.190, -0.095, -0.228, -0.134, 0.222, 0.084, 0.142, 0.157, 0.046, 0.094, 0.073, 0.117, 0.125, 0.137, 0.079, 0.089, 0.088, -0.049, -0.854, -0.114, -0.075, 0.057, 0.057, 0.037, -0.043, -0.778, -0.072, -0.110, 0.059, 0.073, 0.055, -0.009, -0.738, -0.128, -0.028, 0.061, 0.058, 0.041, -0.019, -0.782, -0.017, -0.072, 0.076, 0.073, 0.063, -0.040, -0.811, -0.045, -0.054, 0.053, 0.058, 0.066, -0.052, -0.760, -0.083, -0.092, 0.032, 0.063, 0.039, -0.036, -0.814, -0.014, -0.109, 0.042, 0.064, 0.036]
}


{
  "formula": "C18H21F10O6Rb",
  "method": "ωB97M-V/def2-TZVPD",
  "fmax_ha_per_bohr": 0.0500,
  "species": ["Rb", "F", "C", "C", "C", "C", "C", "C", "H", "H", "H", "H", "H", "H", "C", "C", "O", "C", "O", "C", "F", "F", "F", "H", "H", "H", "H", "H", "C", "C", "O", "C", "O", "C", "F", "F", "F", "H", "H", "H", "H", "H", "C", "C", "O", "C", "O", "C", "F", "F", "F", "H", "H", "H", "H", "H"],
  "positions_angstrom": [[-10.608, -4.085, -13.471], [-12.452, -2.523, -13.704], [-12.516, -4.358, -10.567], [-12.967, -4.920, -11.747], [-12.597, -6.238, -12.109], [-11.800, -6.968, -11.271], [-11.292, -6.349, -10.063], [-11.677, -5.099, -9.689], [-12.779, -3.325, -10.324], [-13.684, -4.273, -12.329], [-13.041, -6.649, -13.051], [-11.525, -7.968, -11.551], [-10.632, -6.905, -9.438], [-11.318, -4.703, -8.793], [-8.233, -3.199, -9.967], [-7.618, -4.543, -9.635], [-6.641, -4.977, -10.621], [-7.054, -5.275, -11.841], [-8.197, -5.193, -12.289], [-5.864, -5.717, -12.739], [-5.740, -4.781, -13.668], [-4.688, -5.684, -12.052], [-6.104, -6.886, -13.321], [-7.385, -2.597, -10.221], [-8.664, -2.948, -8.959], [-8.949, -3.268, -10.770], [-8.333, -5.348, -9.498], [-7.016, -4.433, -8.756], [-11.841, -2.317, -17.119], [-11.736, -1.163, -16.118], [-10.455, -0.534, -16.168], [-9.440, -1.014, -15.420], [-9.446, -2.018, -14.766], [-8.199, -0.151, -15.640], [-8.524, 1.056, -16.107], [-7.544, -0.055, -14.460], [-7.357, -0.773, -16.572], [-11.647, -1.968, -18.154], [-12.873, -2.693, -17.176], [-11.193, -3.126, -16.816], [-12.069, -1.516, -15.080], [-12.406, -0.335, -16.347], [-14.808, -0.398, -12.275], [-13.615, -0.706, -11.442], [-12.537, 0.051, -12.037], [-11.345, -0.389, -11.711], [-11.063, -1.365, -11.040], [-10.256, 0.617, -12.206], [-9.084, 0.024, -12.452], [-10.665, 1.371, -13.227], [-10.041, 1.480, -11.207], [-15.707, -0.956, -11.991], [-14.644, -0.641, -13.306], [-15.075, 0.680, -12.239], [-13.350, -1.732, -11.485], [-13.591, -0.379, -10.370]],
  "lowdin_charge": [1.023, -0.710, -0.090, -0.180, -0.154, -0.076, -0.083, -0.078, 0.094, 0.119, 0.124, 0.097, 0.090, 0.088, -0.037, -0.173, 0.042, -0.350, 0.026, -0.530, 0.179, 0.147, 0.188, 0.086, 0.113, 0.051, 0.118, 0.119, -0.053, -0.214, 0.024, -0.377, 0.016, -0.470, 0.177, 0.146, 0.116, 0.084, 0.085, 0.062, 0.086, 0.122, -0.056, -0.199, 0.038, -0.387, 0.117, -0.526, 0.163, 0.176, 0.162, 0.085, 0.071, 0.092, 0.064, 0.153]
}


Number 1: LUMO -0.926 eV. Number 2: LUMO -1.043 eV. Number 3: LUMO -2.426 eV. Number 4: LUMO 0.065 eV.